1.
A molecular structure, C32H34BF2GeN4PSeV. Source: the Open Molecules 2025 dataset; level of theory: ωB97M-V/def2-TZVPD.

Calculated values
Total charge: -1
Lowest unoccupied orbital energy (alpha / beta), Eh: 0.0837 / 0.0837
Gap between HOMO and LUMO (alpha / beta), eV: 6.0 / 6.1
HOMO level (alpha / beta), eV: -3.77 / -3.78
2S+1: 1

The geometry in XYZ format:
```
77
Properties=species:S:1:pos:R:3:forces:R:3
V 1.801 -1.154 1.156 0.50 0.00 -0.43
C 2.160 -3.118 2.388 0.06 -0.09 0.00
C 3.401 -2.570 2.169 -0.07 0.01 -0.01
C 3.602 -1.157 2.306 0.05 -0.04 0.06
C 2.606 -0.429 3.051 0.00 -0.02 0.16
C 1.396 -1.028 3.396 -0.04 -0.03 -0.14
C 1.069 -2.302 2.889 0.00 0.10 -0.01
H 1.981 -4.154 2.131 -0.01 0.00 0.02
H 4.171 -3.179 1.712 0.02 0.01 0.01
H 4.564 -0.716 2.102 0.00 0.01 -0.01
H 2.785 0.603 3.317 0.01 0.01 -0.02
H 0.630 -0.434 3.878 -0.01 0.00 -0.02
H 0.094 -2.732 3.060 -0.02 0.02 -0.02
C -3.147 -1.797 -1.083 0.01 0.01 -0.03
N -3.229 -2.415 0.298 0.02 0.05 0.01
C -2.947 -3.893 0.176 0.01 -0.04 -0.03
N -1.797 -4.213 -0.592 0.02 0.00 -0.06
C -1.881 -3.612 -1.915 -0.01 0.01 0.06
N -2.003 -2.168 -1.836 0.03 -0.03 -0.05
C -0.742 -1.499 -1.495 0.03 0.01 0.05
P 0.402 -2.392 -0.325 -0.25 -0.13 0.01
C -2.246 -1.778 1.241 -0.06 -0.05 0.00
C -0.483 -4.012 0.037 0.04 0.02 0.07
H -3.181 -0.721 -0.932 -0.01 0.02 0.00
H -4.049 -2.133 -1.609 0.01 0.00 0.00
H -4.218 -2.331 0.566 -0.01 -0.02 0.02
H -3.829 -4.332 -0.306 0.00 -0.01 0.01
H -2.853 -4.271 1.192 0.00 0.01 0.01
H -2.760 -4.014 -2.429 -0.01 0.00 0.00
H -0.988 -3.867 -2.486 -0.01 0.00 -0.01
H -0.964 -0.529 -1.058 -0.03 -0.01 0.04
H -0.176 -1.343 -2.418 -0.02 0.04 0.01
H -2.503 -0.711 1.262 0.02 -0.01 0.00
H -2.493 -2.204 2.226 0.03 0.03 0.00
H -0.597 -4.100 1.117 -0.03 0.04 0.00
H 0.177 -4.812 -0.306 0.01 -0.02 0.03
C 1.254 0.239 0.353 -0.13 0.12 0.17
Ge 0.422 1.856 -0.174 -0.05 0.07 0.05
C 1.344 3.315 0.776 -0.02 0.01 -0.02
C 0.778 4.582 0.908 0.01 -0.02 0.02
C 1.446 5.598 1.579 -0.01 0.01 0.00
C 2.696 5.356 2.132 0.00 0.01 0.00
C 3.273 4.099 2.010 0.00 0.01 0.00
C 2.599 3.087 1.338 0.00 0.01 -0.02
C -1.460 1.998 0.419 -0.01 -0.08 -0.03
C -1.735 2.141 1.780 0.01 0.02 -0.02
C -3.039 2.168 2.252 0.00 0.00 0.01
C -4.103 2.049 1.366 -0.01 0.00 -0.01
C -3.851 1.902 0.010 0.00 -0.01 0.00
C -2.539 1.873 -0.454 0.03 0.00 0.04
C 0.405 2.287 -2.091 0.04 0.03 -0.01
C 1.210 1.579 -2.982 -0.09 -0.02 0.00
C 1.238 1.908 -4.332 0.01 -0.01 -0.01
C 0.462 2.953 -4.810 0.00 0.00 -0.02
C -0.341 3.672 -3.935 -0.02 0.01 0.02
C -0.367 3.339 -2.587 0.07 -0.02 -0.01
H -0.205 4.778 0.490 0.00 0.01 0.01
H 0.991 6.577 1.673 0.00 0.00 0.00
H 3.219 6.147 2.657 0.00 0.00 0.00
H 4.249 3.909 2.440 0.00 -0.01 0.00
H 3.038 2.099 1.241 0.01 0.00 0.01
H -0.912 2.228 2.481 -0.01 0.00 0.01
H -3.231 2.274 3.314 0.01 0.00 0.00
H -5.122 2.070 1.732 0.00 0.00 0.00
H -4.675 1.807 -0.687 0.01 0.00 -0.01
H -2.354 1.744 -1.516 -0.02 0.02 -0.03
H 1.816 0.758 -2.619 0.04 -0.02 0.02
H 1.867 1.343 -5.009 0.00 0.00 0.01
H 0.482 3.210 -5.863 0.00 0.00 0.00
H -0.947 4.492 -4.304 0.00 0.00 0.01
H -0.994 3.910 -1.911 -0.03 0.01 -0.01
Se 3.283 -1.458 -1.354 -0.25 0.12 0.02
C 4.718 -2.533 -1.816 0.14 -0.10 0.19
N 5.639 -3.169 -2.097 0.00 0.01 -0.02
F 2.403 -4.208 -0.927 0.01 0.03 -0.07
B 1.797 -3.106 -1.519 -0.01 -0.18 0.01
F 1.493 -3.353 -2.846 0.00 0.09 0.00
```
Positions in Å, forces in eV/Å.

2.
A molecular structure, C33H36BaCl5N4O3SiTe2 in a non-equilibrium geometry. Source: the Open Molecules 2025 dataset; level of theory: ωB97M-V/def2-TZVPD.

Calculated values
Total charge: -1
Lowest unoccupied orbital energy, Eh: 0.0729
Gap between HOMO and LUMO, eV: 7.2
HOMO level, eV: -5.22
2S+1: 1

The geometry in XYZ format:
```
85
Properties=species:S:1:pos:R:3:forces:R:3
Ba 0.017 0.175 -0.034 1.01 2.31 0.30
O -2.188 0.420 0.284 -3.15 -0.17 0.49
C -3.310 -0.226 0.618 0.08 0.26 -0.23
C -4.586 0.198 0.200 -0.04 -0.12 0.17
C -5.728 -0.491 0.592 0.20 -0.02 0.02
C -5.639 -1.617 1.413 0.10 0.14 -0.12
C -4.380 -2.052 1.807 0.06 0.07 -0.01
C -3.225 -1.385 1.405 0.18 -0.32 0.22
C -1.864 -1.845 1.857 -0.28 0.04 -0.11
N -1.218 -2.901 1.590 -0.14 -0.09 -0.19
C -1.667 -3.991 0.704 -0.01 0.49 0.26
C -2.584 -3.725 -0.492 0.33 0.29 -0.32
N -2.183 -2.713 -1.496 0.13 -0.19 0.19
C -1.007 -2.652 -1.973 0.03 -0.16 0.13
C 0.203 -3.484 -1.675 -0.47 -0.06 -0.21
C 0.321 -4.819 -2.040 -0.01 -0.03 -0.04
C 1.463 -5.543 -1.722 0.05 0.10 0.06
C 2.485 -4.905 -1.014 -0.08 0.01 -0.05
C 2.381 -3.571 -0.653 0.15 -0.08 -0.03
C 1.238 -2.833 -0.989 0.07 0.28 0.18
O 1.074 -1.567 -0.653 1.71 -3.33 -1.08
H -4.661 1.076 -0.430 0.00 -0.03 0.01
H -6.700 -0.143 0.254 0.07 -0.01 0.04
H -6.530 -2.143 1.735 0.06 0.03 -0.03
H -4.280 -2.926 2.442 -0.01 0.00 -0.02
H -1.353 -1.155 2.552 -0.10 -0.06 -0.16
H -2.171 -4.729 1.334 -0.05 0.00 0.10
H -0.758 -4.467 0.363 0.17 -0.11 0.00
H -3.563 -3.422 -0.150 -0.22 0.04 0.02
H -2.714 -4.687 -0.995 0.04 -0.04 -0.11
H -0.844 -1.839 -2.696 0.00 -0.09 0.11
H -0.497 -5.295 -2.574 0.03 0.00 0.01
H 1.559 -6.583 -2.017 -0.02 0.09 0.05
H 3.374 -5.462 -0.735 -0.04 0.02 -0.02
H 3.166 -3.075 -0.090 -0.08 -0.06 -0.01
Cl 1.469 3.757 1.374 0.05 -0.08 -0.10
C 3.155 4.066 0.950 -0.12 0.09 -0.18
Cl 3.506 3.686 -0.753 -0.06 0.04 0.10
H 3.763 3.430 1.570 0.16 -0.19 0.11
H 3.360 5.115 1.099 0.04 0.14 0.03
C -1.227 3.822 3.758 0.10 0.15 0.15
Te -1.586 2.238 2.376 -0.24 0.14 0.46
C -3.126 3.363 1.423 -0.11 0.06 -0.16
H -2.074 3.915 4.440 0.10 0.01 -0.05
H -1.086 4.758 3.212 0.01 -0.11 0.08
H -0.322 3.585 4.323 -0.14 0.02 -0.10
H -2.769 4.384 1.253 -0.05 -0.14 0.01
H -4.022 3.383 2.045 0.09 0.00 -0.06
H -3.359 2.892 0.464 0.05 0.05 0.16
C -1.673 2.710 -3.980 0.10 0.35 -0.01
Te -2.027 1.524 -2.210 -0.53 0.52 -0.77
C -0.748 3.024 -1.333 0.03 0.38 -0.32
C -0.936 4.270 -2.181 0.02 -0.16 0.15
C -0.650 5.541 -1.683 -0.04 -0.02 -0.10
C -0.829 6.664 -2.485 -0.04 -0.15 -0.06
C -1.298 6.519 -3.788 0.03 -0.08 0.12
C -1.584 5.253 -4.284 0.04 -0.05 0.06
C -1.399 4.121 -3.489 -0.03 -0.16 -0.08
H -2.538 2.674 -4.639 -0.07 0.01 0.01
H -0.818 2.330 -4.543 0.04 0.00 0.00
H 0.307 2.717 -1.359 -0.15 -0.03 -0.08
H -1.014 3.207 -0.297 -0.08 -0.05 0.10
H -0.293 5.643 -0.662 -0.01 0.00 -0.08
H -0.612 7.649 -2.091 0.00 -0.03 -0.01
H -1.446 7.392 -4.415 0.00 -0.06 0.05
H -1.960 5.139 -5.297 0.04 0.00 0.07
Cl 3.934 0.925 2.349 -0.05 -0.18 -0.16
Si 1.971 -0.104 2.294 0.88 0.07 1.63
Cl 1.167 0.918 4.088 0.02 -0.10 -0.17
Cl 2.493 -1.950 3.257 0.06 0.17 -0.19
N 6.323 0.290 -4.672 -0.21 -0.12 0.00
C 5.040 -0.006 -5.025 -0.06 0.00 -0.02
O 4.740 -0.380 -6.143 0.06 0.08 0.15
C 4.003 0.199 -3.946 0.34 -0.08 -0.18
C 4.284 0.066 -2.595 0.17 -0.02 0.08
C 3.285 0.333 -1.676 -0.31 0.08 0.18
N 2.056 0.718 -2.032 0.16 0.10 -0.61
C 1.781 0.796 -3.341 0.29 -0.02 0.32
C 2.720 0.539 -4.328 -0.27 0.06 -0.07
H 7.044 0.169 -5.360 0.02 -0.01 -0.03
H 6.557 0.656 -3.769 -0.01 0.04 0.03
H 5.254 -0.267 -2.241 -0.08 0.06 -0.02
H 3.476 0.241 -0.608 -0.04 0.01 -0.14
H 0.766 1.076 -3.604 0.02 -0.01 0.05
H 2.468 0.604 -5.380 0.02 0.02 0.08
```
Positions in Å, forces in eV/Å.

3.
A molecular structure, C13H37BeF6N3O4P in a non-equilibrium geometry. Source: the Open Molecules 2025 dataset; level of theory: ωB97M-V/def2-TZVPD.

Calculated values
Total charge: +1
Lowest unoccupied orbital energy, Eh: -0.1513
Gap between HOMO and LUMO, eV: 8.3
HOMO level, eV: -12.40
2S+1: 1

The geometry in XYZ format:
```
65
Properties=species:S:1:pos:R:3:forces:R:3
Be 0.393 -0.051 0.636 -0.45 1.11 -0.85
P -2.728 0.723 2.065 -3.00 -0.78 0.55
F -3.328 1.526 3.295 0.86 0.48 -0.14
F -3.096 -0.654 2.803 0.60 -0.67 0.69
F -4.120 0.585 1.342 -1.52 0.54 -0.54
F -2.137 -0.134 0.836 1.90 -0.51 -1.90
F -2.544 2.130 1.199 1.32 -0.59 0.87
F -1.231 0.610 2.680 0.73 1.22 -0.02
C 4.447 2.154 -0.484 -0.70 -0.74 0.68
C 3.192 1.566 0.214 0.74 1.31 0.62
C 2.387 2.692 0.923 -1.73 -0.98 -0.81
O 1.155 2.126 1.450 0.04 -1.69 0.10
C 0.322 3.091 2.077 0.29 0.94 0.70
N 2.343 0.829 -0.730 -0.41 -0.52 1.16
H 5.055 2.607 0.299 0.15 0.36 -0.37
H 4.180 2.833 -1.294 0.09 0.25 0.18
H 5.014 1.326 -0.910 0.11 0.04 -0.03
H 3.553 0.974 1.055 -0.21 -0.69 -0.35
H 1.983 3.412 0.212 0.72 0.51 -0.26
H 2.941 3.172 1.729 0.14 0.00 -0.11
H 0.841 3.488 2.949 0.41 0.40 -0.10
H -0.599 2.737 2.540 0.17 -0.61 -0.88
H 0.130 3.888 1.359 -0.25 0.16 0.12
H 2.319 1.423 -1.546 -0.93 0.27 -0.29
H 2.811 0.019 -1.110 0.40 -0.38 0.33
C -1.141 -4.181 -1.234 0.11 0.07 0.89
C -0.950 -2.907 -0.391 0.61 -0.88 1.73
C -0.584 -3.270 1.068 -0.22 -0.02 -0.08
O -0.460 -2.115 1.925 0.19 -0.26 -0.20
C -0.417 -2.481 3.332 0.36 0.25 0.27
N 0.133 -2.086 -0.950 -0.34 1.16 0.14
H -2.076 -4.676 -0.973 -0.10 0.12 -0.32
H -0.355 -4.894 -0.985 0.19 -0.05 0.00
H -1.052 -3.991 -2.304 -0.38 0.10 0.00
H -1.858 -2.315 -0.278 0.04 0.20 -0.55
H 0.348 -3.832 1.120 0.31 -0.12 -0.19
H -1.359 -3.950 1.424 -0.19 0.16 0.32
H 0.324 -3.247 3.558 0.26 -0.23 -0.53
H -1.355 -2.858 3.740 -0.34 0.21 -0.59
H -0.116 -1.625 3.936 -0.23 0.25 -0.47
H 0.993 -2.603 -1.072 0.36 -0.52 0.72
H -0.163 -2.079 -1.915 0.07 1.30 -0.59
C 0.090 0.899 -3.283 0.14 0.76 0.38
C -1.148 1.210 -2.448 -0.65 -0.47 -0.90
C -2.259 0.133 -2.519 -0.66 -0.54 -0.77
O -2.838 -0.251 -3.848 0.54 1.62 1.32
C -3.637 0.791 -4.483 0.49 -0.04 0.47
N -0.784 1.561 -1.052 0.32 -0.82 0.17
H 0.707 1.798 -3.246 0.18 0.24 -0.19
H -0.157 0.751 -4.334 -0.01 -0.35 0.16
H 0.740 0.131 -2.864 -0.39 -0.46 -0.14
H -1.541 2.149 -2.838 -0.38 -0.10 -0.47
H -3.045 0.396 -1.811 -0.39 0.32 -0.21
H -1.892 -0.808 -2.107 0.22 -0.08 -0.28
H -4.480 1.138 -3.885 -0.01 -0.30 0.43
H -4.055 0.441 -5.426 0.33 -0.43 0.15
H -3.042 1.679 -4.697 0.25 0.00 -0.07
H -0.425 2.492 -1.205 0.93 0.19 0.56
H -1.616 1.790 -0.526 -0.58 -0.38 0.32
C 2.844 -1.391 2.701 -0.38 0.63 1.06
O 1.931 -0.258 2.697 -0.02 -0.99 -1.24
H 2.316 -2.243 2.275 0.17 0.16 -0.12
H 3.797 -1.166 2.222 -0.17 -0.01 -0.41
H 3.076 -1.598 3.746 0.00 -0.35 -0.03
H 2.221 0.394 3.340 -0.11 0.22 -0.07
```
Positions in Å, forces in eV/Å.

4.
2 unconnected molecules or ions with the total composition C4H12S in a non-equilibrium geometry. Source: the Open Molecules 2025 dataset; level of theory: ωB97M-V/def2-TZVPD.

Calculated values
Total charge: 0
Lowest unoccupied orbital energy, Eh: 0.0391
SMILES: CSC.CC
Gap between HOMO and LUMO, eV: 9.6
HOMO level, eV: -8.49
2S+1: 1

The geometry in XYZ format:
```
17
Properties=species:S:1:pos:R:3:forces:R:3
C -1.467 0.802 0.054 0.51 0.06 -1.16
C -2.087 0.653 -2.649 0.08 -0.09 0.21
S -0.627 0.582 -1.581 -0.61 0.11 0.25
H -0.840 1.546 0.531 -0.17 -0.26 0.68
H -2.472 1.194 -0.061 -0.04 0.14 -0.19
H -1.522 -0.176 0.512 0.14 0.11 0.51
H -2.882 0.056 -2.208 -0.02 -0.14 -0.10
H -1.808 0.227 -3.609 -0.08 0.09 -0.10
H -2.445 1.674 -2.759 0.07 0.02 -0.13
C 2.494 -1.342 1.199 0.11 0.79 0.33
C 1.535 -0.262 1.749 -0.08 -1.66 -0.67
H 2.975 -0.931 0.312 0.02 -0.54 -0.24
H 3.276 -1.551 1.930 0.12 0.14 0.05
H 2.005 -2.301 1.046 -0.16 0.08 -0.47
H 1.031 -0.755 2.583 0.14 0.87 0.55
H 0.737 -0.062 1.035 0.20 0.09 -0.14
H 2.097 0.647 1.917 -0.21 0.17 0.63
```
Positions in Å, forces in eV/Å.

Look up the 2S+1 of the second one.
1